{"formula": "C27H24Cl2IrN5O3S2", "method": "wB97M-V/def2-TZVPD", "charge": 1, "molar_mass_g_mol": 793.78, "de_lowest_kcal_mol": 5.6, "e_tot_ha": -3363.72542, "spin_multiplicity": 2, "symbols": ["Ir", "Cl", "C", "C", "C", "N", "C", "O", "C", "C", "C", "C", "C", "N", "C", "C", "C", "Cl", "N", "C", "O", "C", "C", "C", "C", "C", "N", "H", "H", "H", "H", "H", "H", "H", "H", "H", "H", "S", "C", "C", "C", "C", "C", "N", "H", "H", "H", "H", "C", "C", "S", "O", "C", "C", "H", "H", "H", "H", "H", "H", "H", "H", "H", "H"], "positions_angstrom": [[-0.71137, 0.31735, 0.07237], [-2.71450, 5.87344, 3.55143], [-2.60255, 4.59740, 2.41005], [-1.60516, 3.67542, 2.53560], [-1.52728, 2.61020, 1.61107], [-0.67901, 1.57371, 1.68279], [0.60504, 1.66674, 2.24937], [0.91420, 1.52710, 3.39531], [1.54413, 1.96301, 1.11058], [2.76373, 2.56973, 1.31229], [3.48627, 2.97150, 0.19470], [2.95041, 2.75588, -1.06165], [1.72842, 2.10618, -1.17816], [1.03955, 1.70829, -0.11467], [-2.42089, 2.57589, 0.48853], [-3.47159, 3.50680, 0.41277], [-3.56207, 4.49727, 1.35284], [-4.82434, 5.64978, 1.23289], [-2.16272, 1.61336, -0.44121], [-3.28844, 0.89474, -0.94859], [-4.02601, 1.22472, -1.82405], [-3.45911, -0.35019, -0.10831], [-4.62175, -1.08201, -0.04556], [-4.67359, -2.15858, 0.83059], [-3.57302, -2.44380, 1.62187], [-2.42901, -1.67181, 1.50029], [-2.38295, -0.65228, 0.64493], [-0.91687, 3.72873, 3.36816], [3.11066, 2.73943, 2.32199], [4.44411, 3.46129, 0.30801], [3.46711, 3.07869, -1.95412], [1.28793, 1.89734, -2.13947], [-4.16656, 3.47634, -0.41492], [-5.45527, -0.79843, -0.67274], [-5.56607, -2.76572, 0.89596], [-3.58549, -3.26295, 2.32616], [-1.53296, -1.84820, 2.07942], [-1.04245, -1.06609, -1.84365], [0.34693, -0.98085, -2.91605], [0.22589, -1.51314, -4.20694], [1.32924, -1.51874, -5.03233], [2.53673, -1.01085, -4.55789], [2.55755, -0.50747, -3.27385], [1.49138, -0.47756, -2.46606], [-0.72541, -1.90655, -4.53779], [1.25356, -1.91063, -6.03822], [3.42977, -1.01020, -5.16610], [3.47689, -0.10895, -2.85303], [4.19711, -2.37456, 1.77316], [2.68848, -2.27154, 1.94925], [1.92846, -1.60071, 0.45785], [0.60387, -1.04203, 1.02381], [1.53475, -3.13876, -0.40134], [0.36929, -3.90498, 0.19619], [4.63241, -2.88570, 2.63028], [4.65310, -1.38862, 1.69345], [4.46418, -2.94520, 0.88214], [2.40744, -1.56235, 2.72810], [2.23274, -3.23355, 2.17843], [2.47217, -3.70190, -0.37554], [1.33872, -2.85256, -1.43256], [0.56829, -4.24979, 1.21059], [0.17044, -4.77925, -0.42272], [-0.52451, -3.28381, 0.19432]], "forces_ev_per_angstrom": [[0.431, 1.321, 0.489], [-0.003, -0.004, -0.002], [-0.027, 0.006, -0.014], [0.020, -0.017, -0.004], [0.018, 0.021, 0.005], [-0.468, -0.097, 0.402], [0.058, -0.069, -0.192], [0.012, 0.155, 0.004], [0.123, -0.004, 0.005], [-0.041, -0.009, -0.041], [0.022, -0.016, -0.052], [0.016, 0.042, 0.064], [-0.112, 0.031, -0.110], [-0.100, -0.846, -0.160], [-0.002, -0.010, -0.121], [0.005, 0.015, -0.006], [0.022, -0.003, 0.003], [-0.004, 0.004, 0.001], [0.018, -0.064, -0.011], [-0.006, 0.046, -0.040], [-0.093, 0.094, 0.142], [0.053, -0.035, -0.009], [-0.038, 0.046, 0.009], [0.003, 0.000, 0.005], [0.006, 0.025, 0.045], [-0.108, 0.070, 0.082], [-0.053, -0.656, -0.396], [0.007, -0.008, -0.005], [-0.009, -0.007, 0.006], [-0.004, 0.006, -0.001], [-0.013, 0.001, -0.007], [0.003, -0.015, 0.004], [-0.007, -0.010, 0.003], [0.011, -0.020, -0.022], [-0.008, 0.012, 0.017], [-0.007, -0.003, -0.002], [0.031, -0.052, -0.065], [0.208, 0.178, 0.042], [-0.072, -0.027, -0.071], [-0.039, 0.007, -0.036], [-0.004, 0.010, 0.021], [-0.021, -0.006, 0.029], [0.043, 0.021, -0.032], [0.130, -0.171, 0.063], [-0.007, 0.019, -0.003], [0.008, -0.025, 0.008], [-0.001, 0.012, -0.002], [-0.020, 0.029, -0.017], [-0.004, -0.021, -0.010], [0.010, -0.003, -0.022], [0.072, 0.151, 0.032], [-0.081, -0.136, -0.047], [0.005, -0.028, 0.000], [0.007, 0.028, 0.012], [0.002, 0.017, 0.009], [-0.002, -0.001, -0.016], [0.002, -0.018, 0.011], [0.039, 0.013, 0.002], [-0.044, 0.017, 0.012], [0.000, -0.006, -0.025], [-0.001, 0.013, 0.018], [-0.008, 0.003, 0.011], [0.011, -0.008, 0.006], [0.010, -0.018, -0.023]]}